No. 1
# C36H54AsFIrN7O3Si3

A molecular structure, C36H54AsFIrN7O3Si3 in a non-equilibrium geometry (wB97M-V/def2-TZVPD, OMol25).

Structure (XYZ):
```
106
Properties=species:S:1:pos:R:3:mulliken_spin:R:1
Ir -0.4766 0.4493 -0.0605 0.0548
F -2.6021 2.6132 6.1015 0.0001
C -1.4652 1.9527 5.8180 0.0045
C -1.1601 1.6702 4.5188 -0.0036
C -0.0084 0.9209 4.2255 -0.0102
C 0.2817 0.6071 2.8200 -0.0339
O -0.5157 1.0935 1.9665 -0.0379
C 1.4241 -0.2091 2.5799 0.0152
C 2.1735 -0.5963 3.6560 -0.0059
N 1.9451 -0.2687 4.9446 -0.0005
C 2.8147 -0.7581 5.9858 0.0000
C 3.7079 0.2176 6.6978 0.0000
C 4.2874 -0.7815 5.7378 0.0001
C 0.8198 0.4771 5.2579 -0.0001
C 0.5001 0.8019 6.5841 0.0011
C -0.6397 1.5365 6.8782 -0.0001
N -0.9418 1.8179 8.2454 -0.0002
C -1.4008 0.6951 9.0510 -0.0001
C -0.9462 0.9195 10.5100 0.0000
N -0.4230 2.3213 10.5981 0.0000
C -1.4526 3.2888 10.1050 0.0000
C -1.6526 3.0340 8.5937 0.0001
C 2.0036 -0.6509 1.2287 0.0017
O 3.0024 -1.3516 1.2686 0.0011
O 1.4733 -0.2153 0.1550 -0.0098
H -1.8092 1.9914 3.7176 0.0081
H 3.0377 -1.2131 3.4491 0.0001
H 2.3816 -1.5721 6.5582 0.0001
H 3.8683 0.0728 7.7567 0.0000
H 3.6692 1.2456 6.3651 0.0000
H 4.8348 -1.6261 6.1289 0.0000
H 4.6501 -0.4031 4.7934 -0.0001
H 1.1575 0.4959 7.3840 0.0001
H -0.9735 -0.2287 8.6678 0.0000
H -2.4941 0.5966 9.0126 0.0000
H -0.1429 0.2547 10.8229 0.0000
H -1.7677 0.8480 11.2202 0.0000
H 0.3701 2.3789 9.9471 0.0000
H -0.0943 2.5461 11.5364 0.0000
H -1.1060 4.2950 10.3282 0.0000
H -2.3540 3.0894 10.6821 0.0000
H -1.2500 3.8630 8.0131 -0.0002
H -2.7268 2.9715 8.3965 0.0001
C -2.3912 -2.6261 0.2237 -0.0158
C -3.5898 -1.7475 0.3639 0.1522
C -4.8457 -2.2991 0.5552 -0.1111
C -5.9780 -1.5040 0.6631 0.2049
C -5.8745 -0.1199 0.5851 -0.1097
C -4.6512 0.4899 0.3937 0.1407
C -4.5297 1.9742 0.3322 0.0257
C -3.4861 -0.3234 0.2742 0.0504
N -2.2934 0.2347 0.0833 0.6546
H -2.6541 -3.6582 0.4473 0.0009
H -1.5858 -2.3118 0.8920 0.0163
H -1.9781 -2.5787 -0.7844 0.0128
H -4.9412 -3.3756 0.6097 0.0001
H -6.9470 -1.9641 0.8025 0.0106
H -6.7630 0.4922 0.6718 -0.0001
H -5.5102 2.4451 0.3916 0.0010
H -4.0452 2.2940 -0.5903 0.0068
H -3.9197 2.3518 1.1528 0.0050
C -1.5918 4.2002 1.0968 -0.0285
Si -0.9344 4.2227 -0.6670 0.0077
C -0.1247 5.8779 -1.0280 -0.0038
C -2.2738 3.8709 -1.9282 -0.0017
As 0.6214 2.4680 -0.7912 -0.0242
Si 1.4358 2.3157 -3.0516 -0.0021
C 2.6099 0.8676 -3.0662 0.0008
C 2.3451 3.8847 -3.5386 -0.0035
C -0.0554 2.1736 -4.1788 -0.0003
Si 2.4628 3.0387 0.5910 -0.0022
C 3.7882 1.7180 0.4353 0.0000
C 3.1407 4.7306 0.1311 -0.0051
C 1.8267 3.1640 2.3742 0.0010
H -2.5945 4.6273 1.1419 0.0006
H -0.9463 4.7861 1.7528 -0.0009
H -1.6396 3.1817 1.4823 0.0260
H -0.9083 6.5782 -1.3239 -0.0005
H 0.5977 5.8334 -1.8399 0.0007
H 0.3765 6.2909 -0.1545 0.0000
H -3.2005 4.3618 -1.6273 -0.0007
H -2.4764 2.8066 -2.0494 -0.0015
H -1.9908 4.2656 -2.9044 0.0000
H 3.5923 1.1699 -2.7014 -0.0001
H 2.7244 0.5195 -4.0948 -0.0001
H 2.2701 0.0294 -2.4591 -0.0004
H 3.2003 4.0979 -2.9044 0.0004
H 1.6894 4.7539 -3.5482 0.0000
H 2.7246 3.7574 -4.5535 -0.0003
H -0.9480 1.7786 -3.6987 -0.0001
H 0.1997 1.5136 -5.0093 0.0000
H -0.2935 3.1521 -4.5971 -0.0001
H 4.7380 2.1832 0.1651 0.0000
H 3.5552 0.9608 -0.3052 -0.0004
H 3.9325 1.1951 1.3814 -0.0001
H 3.2216 4.8910 -0.9389 0.0013
H 4.1410 4.8319 0.5558 -0.0003
H 2.5260 5.5320 0.5374 0.0001
H 0.7411 3.1193 2.4372 0.0000
H 2.1472 4.1164 2.8001 0.0000
H 2.2387 2.3660 2.9925 0.0006
N 1.6756 -0.9492 -5.6079 -0.0002
C 0.9853 -1.3133 -4.7540 -0.0004
N 0.1616 -1.7577 -3.8315 -0.0018
C -0.1010 -1.0763 -2.7913 -0.0126
N -0.4972 -0.4979 -1.8526 0.0230
```

Results
Spin multiplicity = 2
LUMO level (spin up / spin down) = -3.524 / -3.524 eV
Charge = +1

---

No. 2
# C4H5NO2S2

A single C4H5NO2S2 molecule in a non-equilibrium geometry (wB97M-V/def2-TZVPD, OMol25).

Structure (XYZ):
```
14
Properties=species:S:1:pos:R:3:mulliken_charge:R:1
C 2.9704 0.0964 0.1945 -0.8248
C 1.6034 -0.5702 0.4687 -0.0004
C 0.3256 -0.0055 0.1131 -0.0420
C -2.0646 0.3587 -0.4201 -0.4071
N -3.4029 0.2496 -0.1874 0.9043
O -4.1659 0.8731 -0.9292 -0.5958
O -3.7089 -0.5662 0.7179 -0.6485
S 2.7099 -1.3587 -0.8179 -0.0859
S -1.1720 -0.6001 0.6099 0.0622
H 3.1557 1.0891 -0.1689 0.3436
H 3.6482 0.0392 0.9536 0.3337
H 1.4476 -1.3295 1.3577 0.3066
H 0.4549 0.7696 -0.7460 0.1699
H -1.8014 0.9543 -1.1459 0.4843
```

Results
Spin multiplicity = 1
LUMO level (spin up / spin down) = -1.874 / -1.474 eV
Charge = 0

---

No. 3
# C20H28FIO13S

3 unconnected molecules or ions with the total composition C20H28FIO13S in a non-equilibrium geometry (wB97M-V/def2-TZVPD, OMol25).

Structure (XYZ):
```
64
Properties=species:S:1:pos:R:3:mulliken_charge:R:1
C -0.6285 4.2937 -2.2238 -1.6629
C -0.6868 4.0030 -0.7179 0.4737
C -1.7651 2.9988 -0.3017 -0.8429
C -1.6080 1.5799 -0.8093 -1.2730
I -2.6687 1.4751 -2.7903 0.1678
O -0.3096 1.0799 -1.0603 -0.1970
S -0.4227 -0.5059 -1.3751 1.4343
O -0.3136 -0.9143 -2.7282 -0.7324
O 0.5688 -1.0834 -0.5299 -0.6816
O -1.9010 -0.7257 -0.7958 -0.3858
C -2.2463 0.4275 0.0336 1.6315
O -3.6144 0.5210 0.0336 -0.6194
C -1.6222 0.0764 1.3922 -0.2530
C -1.3184 1.2664 2.2582 -0.0849
O -2.1141 1.8863 2.8605 -0.5032
F -0.0365 1.5716 2.3162 -0.0488
O 0.5885 3.5765 -0.2937 -0.1557
C 1.4126 4.5964 0.2636 -1.3306
C 1.6118 4.3177 1.7362 0.8786
C 0.9458 5.0658 2.7020 -0.3954
C 1.1271 4.7386 4.0461 -0.5450
C 1.9470 3.6786 4.4079 -0.5115
C 2.6230 2.9511 3.4316 -0.4955
C 2.4560 3.2629 2.0876 -0.4996
H 0.0179 5.1450 -2.4082 0.4357
H -0.2543 3.4050 -2.7241 0.3472
H -1.6358 4.4860 -2.5904 0.3820
H -0.9825 4.9540 -0.2635 0.4430
H -1.8550 3.0573 0.7837 0.2493
H -2.7025 3.3686 -0.7066 0.5779
H -3.8786 1.2795 0.5717 0.4498
H -0.7387 -0.5476 1.3119 0.2853
H -2.3705 -0.5018 1.9316 0.5311
H 1.0264 5.6022 0.0888 0.5398
H 2.3857 4.5475 -0.2267 0.3770
H 0.2994 5.8809 2.4088 0.3938
H 0.5928 5.3218 4.7838 0.3803
H 2.0669 3.4118 5.4486 0.4016
H 3.2598 2.1176 3.6947 0.4035
H 2.9682 2.6998 1.3217 0.3929
C 1.7870 -3.0274 -2.9740 -0.5893
O 2.6145 -3.0058 -4.1477 -0.2777
C 3.7431 -3.6967 -4.0405 0.7654
O 4.1121 -4.3159 -3.0759 -0.5406
O 4.4093 -3.5894 -5.1951 -0.3255
C 5.6519 -4.2902 -5.2186 -0.6358
H 0.9040 -2.4265 -3.1974 0.2251
H 1.4845 -4.0488 -2.7439 0.3149
H 2.3113 -2.5918 -2.1277 0.3053
H 5.4952 -5.3577 -5.0732 0.2927
H 6.3274 -3.9029 -4.4579 0.2901
H 6.0847 -4.1222 -6.2010 0.2191
C -2.6848 -6.3110 3.6540 -0.6298
O -2.3688 -6.0932 2.2778 -0.3392
C -2.9246 -5.0023 1.7536 0.7877
O -3.6388 -4.2249 2.3343 -0.5516
O -2.5514 -4.9161 0.4786 -0.3329
C -3.0864 -3.7842 -0.2098 -0.2492
H -2.1725 -7.2221 3.9489 0.2186
H -2.3284 -5.4844 4.2657 0.2931
H -3.7570 -6.4425 3.7861 0.2920
H -2.7543 -2.8609 0.2565 -0.0803
H -4.1738 -3.8264 -0.2342 0.3320
H -2.7083 -3.8223 -1.2276 0.2583
```

Results
Spin multiplicity = 1
LUMO level = -0.327 eV
Charge = 0
Structure (SMILES) = C[C@@H](C[C@@]1(I)OS(=O)(=O)O[C@@]1(O)CC(=O)F)OCc1ccccc1.COC(=O)OC.COC(=O)OC

---

No. 4
# C3H5NO4

2 unconnected molecules or ions with the total composition C3H5NO4 in a non-equilibrium geometry (wB97M-V/def2-TZVPD, OMol25).

Structure (XYZ):
```
13
Properties=species:S:1:pos:R:3:mulliken_charge:R:1
N -0.3581 -1.4170 0.5560 -0.3447
C -1.4812 -1.0030 0.0320 0.4644
O -2.5585 -1.4939 -0.1727 -0.5643
C -1.3046 0.4292 -0.6255 0.6212
O -0.6820 0.5918 -1.6390 -0.4961
C -2.3284 1.4468 -0.1082 -0.0403
O -2.3133 1.9018 1.0037 -0.4421
H 0.3257 -0.7052 0.8065 0.3175
H -0.2360 -2.3543 0.7866 0.2083
H -3.0305 1.7016 -0.8911 0.3303
O 1.7301 0.5177 -0.0825 -0.6726
H 1.7501 -0.2301 -0.7096 0.3276
H 2.5496 1.0894 -0.1759 0.2908
```

Results
Spin multiplicity = 1
LUMO level = 0.059 eV
Charge = 0
Structure (SMILES) = NC(=O)C(=O)C=O.O